[1]
ORCA calculation (wB97M-V/def2-TZVPD) on one molecule with the formula C5H12O2 at a distorted geometry.

Element x y z (Å)
C -1.514 -1.762 1.559
C -0.860 -0.416 1.216
C -0.119 -0.385 -0.129
O -1.036 -0.242 -1.193
C 0.942 0.779 -0.271
C 1.599 0.849 -1.661
O 0.334 2.045 0.010
H -2.258 -2.062 0.812
H -0.770 -2.564 1.635
H -2.027 -1.705 2.527
H -1.634 0.362 1.191
H -0.153 -0.146 2.007
H 0.451 -1.314 -0.272
H -0.846 0.700 -1.283
H 1.700 0.556 0.485
H 0.924 1.280 -2.415
H 2.501 1.479 -1.643
H 1.891 -0.142 -2.012
H 0.828 2.741 -0.452

Results
HOMO energy ... -10.027 eV
Orbital gap ... 10.821 eV
SMILES ... CC[C@@H](O)[C@@H](C)O
LUMO ... 0.794 eV
Energy relative to the best compared isomer or geometry (same formula, charge and spin) ... 1.012 eV
2S+1 ... 1

The computed Löwdin charges, all in e, follow:
1. C -0.1038
2. C -0.2023
3. C -0.3620
4. O -0.0231
5. C -0.3802
6. C -0.0446
7. O -0.0397
8. H 0.0749
9. H 0.0707
10. H 0.0694
11. H 0.1184
12. H 0.1120
13. H 0.1468
14. H 0.0707
15. H 0.1371
16. H 0.0877
17. H 0.0840
18. H 0.0865
19. H 0.0977

=====

[2]
ORCA calculation (wB97M-V/def2-TZVPD) on one molecule with the formula C10H11N2P at a distorted geometry.

Element x y z (Å)
C -4.489 -0.400 -0.786
C -4.138 -0.903 0.489
C 2.209 0.355 0.698
C 1.388 -0.832 0.288
C -3.527 0.496 -1.139
C -2.986 -0.282 0.866
C 1.186 1.434 0.548
C 0.141 -0.449 0.032
C 3.636 0.252 -1.342
C 3.509 0.559 -0.065
N -2.588 0.561 -0.142
N -0.003 0.946 0.188
P -1.442 1.843 -0.057
H -5.353 -0.670 -1.362
H -4.680 -1.637 1.054
H 2.476 0.252 1.762
H 1.778 -1.830 0.231
H -3.418 1.100 -2.020
H -2.401 -0.383 1.761
H 1.348 2.485 0.686
H -0.709 -1.029 -0.275
H 4.554 0.414 -1.881
H 2.823 -0.177 -1.904
H 4.318 1.000 0.497

Results
HOMO energy (spin up / spin down) ... -6.626 / -6.765 eV
Orbital gap (spin up / spin down) ... 6.412 / 6.940 eV
LUMO (spin up / spin down) ... -0.214 / 0.175 eV
Energy relative to the best compared isomer or geometry (same formula, charge and spin) ... 1.185 eV
2S+1 ... 1

The computed Löwdin charges, all in e, follow:
1. C -0.1087
2. C -0.1070
3. C -0.2958
4. C -0.0288
5. C -0.1952
6. C -0.1934
7. C -0.1046
8. C -0.0945
9. C 0.0223
10. C -0.1291
11. N -0.4063
12. N -0.3470
13. P 0.9063
14. H 0.0883
15. H 0.0887
16. H 0.1517
17. H 0.1180
18. H 0.0887
19. H 0.1010
20. H 0.1167
21. H 0.1105
22. H 0.0556
23. H 0.0655
24. H 0.0970

=====

[3]
ORCA calculation (wB97M-V/def2-TZVPD) on a 13-piece molecular cluster, C52H104O13 overall at a distorted geometry.

Element x y z (Å)
C 3.115 8.265 -2.731
C 2.933 7.019 -1.866
C 4.226 7.044 -1.078
O 5.229 7.574 -1.977
C 4.614 8.244 -3.052
H 2.825 9.158 -2.178
H 2.573 8.165 -3.671
H 2.839 6.106 -2.454
H 2.050 7.115 -1.235
H 4.574 6.077 -0.713
H 4.083 7.756 -0.266
H 4.837 7.635 -3.928
H 4.979 9.267 -3.143
C -2.008 -1.750 -6.442
C -1.855 -0.980 -7.752
C -1.517 -2.083 -8.667
O -0.736 -3.029 -7.934
C -1.263 -3.060 -6.659
H -3.043 -1.984 -6.194
H -1.539 -1.227 -5.608
H -1.008 -0.299 -7.669
H -2.763 -0.470 -8.074
H -0.974 -1.772 -9.560
H -2.430 -2.604 -8.953
H -0.515 -3.114 -5.868
H -1.930 -3.919 -6.588
C -7.715 -4.397 6.486
C -6.228 -4.396 6.097
C -6.157 -3.092 5.288
O -6.900 -2.215 6.150
C -7.964 -2.953 6.775
H -7.987 -5.136 7.240
H -8.233 -4.761 5.599
H -6.042 -5.208 5.394
H -5.616 -4.441 6.998
H -6.628 -3.126 4.306
H -5.120 -2.760 5.241
H -8.928 -2.636 6.379
H -7.835 -2.754 7.839
C 5.312 -4.854 -3.650
C 4.591 -5.932 -2.894
C 5.569 -7.031 -2.758
O 6.479 -6.811 -3.893
C 6.703 -5.375 -3.935
H 5.374 -3.887 -3.152
H 4.875 -4.646 -4.626
H 3.723 -6.272 -3.458
H 4.158 -5.458 -2.013
H 5.058 -7.992 -2.821
H 6.145 -7.035 -1.832
H 7.107 -5.078 -4.903
H 7.436 -5.158 -3.157
C 0.555 -0.324 0.310
C 0.945 1.045 -0.048
C 0.176 1.868 1.050
O -0.833 1.021 1.568
C -0.886 -0.192 0.764
H 1.176 -0.749 1.098
H 0.607 -0.950 -0.581
H 0.683 1.301 -1.074
H 2.024 1.181 0.020
H -0.203 2.738 0.514
H 0.799 2.145 1.901
H -1.560 -0.012 -0.074
H -1.306 -1.016 1.341
C 1.596 -1.818 8.027
C 1.388 -1.028 6.756
C 1.014 0.389 7.223
O 1.568 0.457 8.567
C 2.295 -0.746 8.899
H 2.289 -2.655 7.942
H 0.674 -2.106 8.531
H 0.722 -1.463 6.011
H 2.361 -0.936 6.273
H -0.066 0.512 7.302
H 1.437 1.091 6.504
H 2.287 -0.913 9.976
H 3.353 -0.609 8.673
C -3.927 -7.756 -1.697
C -4.680 -6.602 -1.068
C -3.926 -5.388 -1.538
O -2.578 -5.858 -1.471
C -2.465 -7.257 -1.754
H -4.342 -7.935 -2.688
H -4.065 -8.667 -1.116
H -4.622 -6.685 0.017
H -5.730 -6.481 -1.333
H -4.164 -4.545 -0.889
H -4.203 -5.103 -2.552
H -1.843 -7.753 -1.009
H -2.027 -7.459 -2.731
C -2.979 5.077 -6.051
C -2.239 5.821 -7.110
C -0.782 5.264 -7.020
O -0.720 4.728 -5.728
C -1.978 4.896 -5.006
H -3.330 4.126 -6.453
H -3.852 5.653 -5.741
H -2.275 6.896 -6.930
H -2.683 5.659 -8.092
H -0.096 6.089 -7.212
H -0.720 4.414 -7.699
H -1.936 5.761 -4.344
H -2.227 4.054 -4.360
C -7.982 0.533 -5.334
C -8.015 1.400 -4.115
C -7.032 0.649 -3.199
O -7.433 -0.694 -3.373
C -8.060 -0.874 -4.703
H -7.040 0.617 -5.877
H -8.780 0.719 -6.052
H -9.042 1.449 -3.754
H -7.801 2.440 -4.364
H -7.071 0.947 -2.151
H -5.999 0.758 -3.528
H -9.116 -1.093 -4.540
H -7.543 -1.642 -5.278
C 6.264 4.615 4.673
C 6.994 5.953 4.825
C 7.828 5.741 6.064
O 7.661 4.379 6.451
C 6.380 4.018 6.040
H 6.647 3.911 3.935
H 5.208 4.720 4.423
H 6.324 6.803 4.953
H 7.657 6.275 4.021
H 7.472 6.468 6.793
H 8.893 5.943 5.949
H 5.649 4.312 6.792
H 6.331 2.937 5.913
C -3.596 10.030 -1.762
C -4.315 10.302 -3.026
C -5.499 9.424 -2.943
O -5.125 8.363 -2.094
C -4.338 8.857 -1.029
H -3.676 10.852 -1.050
H -2.535 9.828 -1.912
H -3.733 10.085 -3.921
H -4.563 11.362 -3.068
H -5.863 9.065 -3.906
H -6.343 9.952 -2.501
H -3.752 7.993 -0.717
H -4.962 9.195 -0.202
C 0.267 -6.757 4.672
C 0.966 -7.904 5.357
C 1.666 -8.611 4.186
O 1.920 -7.579 3.250
C 1.178 -6.391 3.557
H 0.150 -5.911 5.350
H -0.675 -7.094 4.240
H 0.270 -8.597 5.830
H 1.762 -7.482 5.971
H 0.939 -9.285 3.733
H 2.464 -9.250 4.564
H 0.530 -6.094 2.732
H 1.870 -5.592 3.826
C 6.626 -2.229 2.536
C 7.241 -2.639 3.841
C 8.619 -1.871 3.806
O 8.838 -1.498 2.463
C 7.892 -2.116 1.642
H 6.059 -1.299 2.588
H 5.937 -3.008 2.209
H 7.441 -3.704 3.720
H 6.642 -2.386 4.716
H 9.457 -2.523 4.054
H 8.659 -0.924 4.344
H 8.276 -3.101 1.376
H 7.730 -1.659 0.666

Results
HOMO energy ... -9.427 eV
Orbital gap ... 9.442 eV
LUMO ... 0.015 eV
Energy relative to the best compared isomer or geometry (same formula, charge and spin) ... 3.771 eV
2S+1 ... 1

These are the Löwdin partial charges, in e, on atoms 1 to 99:
1. C -0.1700
2. C -0.1790
3. C -0.1920
4. O -0.1483
5. C -0.2182
6. H 0.1119
7. H 0.1082
8. H 0.1131
9. H 0.1097
10. H 0.1188
11. H 0.1137
12. H 0.1173
13. H 0.1150
14. C -0.1643
15. C -0.1746
16. C -0.2249
17. O -0.1191
18. C -0.2454
19. H 0.1075
20. H 0.1056
21. H 0.1165
22. H 0.1158
23. H 0.1266
24. H 0.1221
25. H 0.1180
26. H 0.1161
27. C -0.1927
28. C -0.1680
29. C -0.1885
30. O -0.1558
31. C -0.2075
32. H 0.1119
33. H 0.1066
34. H 0.1059
35. H 0.1153
36. H 0.1188
37. H 0.1170
38. H 0.1170
39. H 0.1202
40. C -0.1894
41. C -0.1944
42. C -0.1862
43. O -0.1552
44. C -0.1881
45. H 0.1086
46. H 0.1104
47. H 0.1132
48. H 0.1141
49. H 0.1193
50. H 0.1165
51. H 0.1193
52. H 0.1121
53. C -0.2128
54. C -0.1809
55. C -0.1950
56. O -0.1510
57. C -0.1717
58. H 0.1201
59. H 0.1155
60. H 0.1109
61. H 0.1092
62. H 0.1077
63. H 0.1144
64. H 0.1152
65. H 0.1185
66. C -0.1698
67. C -0.1892
68. C -0.1749
69. O -0.1569
70. C -0.1950
71. H 0.1079
72. H 0.1133
73. H 0.1101
74. H 0.1064
75. H 0.1140
76. H 0.1104
77. H 0.1144
78. H 0.1093
79. C -0.1680
80. C -0.1975
81. C -0.2072
82. O -0.1478
83. C -0.1800
84. H 0.1068
85. H 0.1061
86. H 0.1136
87. H 0.1137
88. H 0.1203
89. H 0.1169
90. H 0.1128
91. H 0.1102
92. C -0.2166
93. C -0.1746
94. C -0.1992
95. O -0.1382
96. C -0.1964
97. H 0.1196
98. H 0.1206
99. H 0.1080

=====

[4]
ORCA calculation (wB97M-V/def2-TZVPD) on C2H6O3Sc as an isolated structure at a distorted geometry.

Element x y z (Å)
O 0.286 1.721 0.210
C -0.458 1.004 -0.667
H -0.346 1.231 -1.747
H -1.528 1.260 -0.474
Sc 2.133 1.213 0.787
O 2.306 -0.264 -0.546
H 1.557 -0.982 -0.749
C -0.802 -1.060 0.683
O -0.532 -0.555 -0.598
H -0.756 -2.162 0.711
H -0.059 -0.695 1.416
H -1.802 -0.713 0.974

Results
HOMO energy (spin up / spin down) ... -6.893 / -9.418 eV
Orbital gap (spin up / spin down) ... 6.600 / 8.751 eV
LUMO (spin up / spin down) ... -0.294 / -0.667 eV
Energy relative to the best compared isomer or geometry (same formula, charge and spin) ... 0.000 eV
2S+1 ... 2
Expectation value of S² ... 0.7508

The computed Löwdin charges, all in e, follow:
1. O -0.3669
2. C -0.3222
3. H 0.1278
4. H 0.1156
5. Sc 1.0495
6. O -0.4838
7. H 0.0574
8. C -0.1592
9. O -0.2503
10. H 0.0945
11. H 0.0508
12. H 0.0868

=====

The highest 2S+1 belongs to which entry?
C2H6O3Sc

=====

The highest energy relative to the best compared isomer or geometry (same formula, charge and spin) belongs to which entry?
C52H104O13